No. 1
Molecular formula: C7H12N5O
Method: DFT, wB97M-V/def2-TZVPD

Positions of all 25 atoms, in Å:
1 C 1.17743 -2.97154 0.38647
2 C 1.67691 -1.11259 -0.94509
3 C 2.63195 2.21512 0.56615
4 C -0.20900 -0.80557 0.63885
5 C -2.25867 0.48574 0.50319
6 C -1.07027 -0.12398 -0.34907
7 C 0.88355 -1.71684 0.02525
8 N 1.44818 -4.13119 0.70423
9 N 2.33787 -0.39485 -1.53684
10 N 3.78714 2.17492 0.74478
11 N -3.12441 1.08579 -0.51805
12 N -0.46276 0.95427 -1.12666
13 O 1.51057 1.92199 0.42981
14 H -0.88224 -1.40166 1.22549
15 H 0.28053 -0.07807 1.29931
16 H -1.95640 1.47816 1.00020
17 H -2.74040 -0.32016 1.13013
18 H -1.42868 -0.92901 -1.12179
19 H 2.00928 -4.59820 1.39147
20 H 4.55745 2.75773 0.98696
21 H -4.04257 1.42638 -0.17672
22 H -3.20533 0.44975 -1.32617
23 H -1.17338 1.25691 -1.84717
24 H 0.34826 0.65774 -1.59517
25 H -0.09502 1.71916 -0.48953

Cartesian forces, eV/Å:
1.219 -3.251 1.808
0.371 -0.146 0.742
-0.214 -1.064 0.269
2.141 -0.935 0.233
-0.179 1.352 -1.663
-2.374 -1.347 0.389
-1.164 -0.788 0.623
-1.892 3.512 -1.917
0.690 0.928 -1.426
1.722 0.453 0.142
-0.860 -0.396 -0.724
-1.360 1.824 0.163
-1.549 0.540 -0.271
-0.087 -0.387 0.417
-0.164 -0.124 -0.045
0.235 -2.177 0.471
0.686 1.044 -0.373
0.263 1.554 1.366
0.400 0.372 0.289
0.150 0.212 -0.014
0.950 -0.523 -0.506
-0.821 0.420 0.755
0.901 0.301 1.227
1.693 -0.793 -1.073
-0.756 -0.580 -0.882

Summary:
- frontier orbital gap (eV) = 9.83
- HOMO energy (eV) = -12.4370
- strongest force on any atom (hartree/bohr) = 0.0861
- relative energy (zero: lowest compared OMol25 entry of this formula, charge and spin) (kJ/mol) = 133.62
- charge = +1

Per-atom natural (NBO) charges, elementary charge units: 0.55 0.28 0.88 -0.40 -0.23 -0.06 -0.41 -0.56 -0.34 -0.68 -0.88 -0.71 -0.63 0.25 0.25 0.22 0.21 0.23 0.44 0.45 0.40 0.36 0.46 0.45 0.48

***

No. 2
Molecular formula: C4H8N4
Method: DFT, wB97M-V/def2-TZVPD

Positions of all 16 atoms, in Å:
1 C -1.78342 1.15593 0.14382
2 C -2.36283 -0.05718 0.50547
3 C 0.20718 -0.81929 0.24521
4 C 1.69487 1.23840 0.01483
5 N -0.55941 1.49830 0.08679
6 N 0.43230 0.49594 0.27337
7 N -3.18916 -0.75325 -0.19454
8 N 1.26737 -1.57606 0.41848
9 H -2.30308 2.15643 0.07364
10 H 1.67545 2.19796 0.40033
11 H 2.44321 0.57165 0.45801
12 H 1.87987 1.26570 -1.07332
13 H -3.64077 -1.54843 0.24034
14 H -3.52402 -0.51409 -1.06224
15 H 2.18230 -1.31685 0.64877
16 H 1.18726 -2.44904 0.04437

Cartesian forces, eV/Å:
-0.563 2.170 -0.370
0.478 -0.651 1.210
-1.401 2.116 -0.622
0.361 -4.034 -0.729
1.559 -0.987 0.146
-0.482 2.032 -0.588
-0.027 -0.880 2.206
-0.142 0.506 0.481
-0.679 -1.544 0.035
-0.096 1.590 0.991
0.519 0.903 -0.038
-0.139 0.088 0.375
0.058 0.127 -0.106
-0.661 0.584 -2.698
1.430 0.783 0.297
-0.218 -2.803 -0.591

Summary:
- frontier orbital gap (eV) = 8.32
- HOMO energy (eV) = -7.3116
- strongest force on any atom (hartree/bohr) = 0.0800
- relative energy (zero: lowest compared OMol25 entry of this formula, charge and spin) (kJ/mol) = 509.50
- charge = 0

Per-atom natural (NBO) charges, elementary charge units: -0.10 0.12 0.20 -0.40 -0.31 -0.30 -0.70 -0.80 0.22 0.22 0.17 0.20 0.38 0.36 0.36 0.38